Molecular formula: C31H30NO4S
Method: DFT, ωB97M-V with the def2-TZVPD basis set

```
67
Properties=species:S:1:pos:R:3:forces:R:3
C 3.461 -2.108 4.319 -0.4056 0.5500 -0.1381
O 3.022 -0.762 3.964 0.0929 -0.7238 0.4840
C 1.730 -0.476 3.659 0.1123 -0.0675 -0.4066
C 1.483 0.869 3.345 -0.1429 -0.0634 -0.2500
C 0.276 1.249 2.810 -0.7084 -0.2229 -0.2609
C -0.752 0.321 2.585 -1.0040 0.6811 0.8089
C -2.213 0.940 2.450 1.4403 -4.7592 5.1340
O -3.176 -0.097 2.261 0.3612 0.9348 1.0658
C -4.376 0.210 2.998 0.5023 -0.1205 -0.8288
C -0.557 -0.978 3.065 -0.3644 0.1304 -0.1425
C 0.673 -1.387 3.576 0.6331 0.4725 -0.0590
H 4.521 -1.986 4.571 -0.3951 -0.0676 -0.0704
H 2.915 -2.501 5.194 0.1507 0.2380 -0.3201
H 3.364 -2.810 3.474 -0.0832 0.3758 0.2289
H 2.225 1.627 3.499 0.5175 0.0268 0.0845
H 0.045 2.296 2.613 0.4252 -0.1017 0.0285
H -2.264 1.526 3.432 -0.3563 -2.3210 0.5287
H -4.898 -0.728 3.126 -0.2422 -0.0731 0.0366
H -4.147 0.667 3.968 0.0302 -0.1664 -0.0373
H -4.933 0.899 2.373 -0.5756 0.1625 0.1943
H -1.371 -1.692 3.115 -0.0299 0.1699 -0.2793
H 0.826 -2.390 3.934 -0.1215 -0.2432 -0.0869
C -9.118 5.811 6.407 -0.1089 -0.1068 0.0716
C -8.339 5.476 5.164 0.0652 0.0675 0.0271
C -7.874 6.495 4.325 0.2188 -0.0640 -0.3487
C -7.070 6.201 3.223 0.2249 0.1884 0.1441
C -6.710 4.869 2.975 -0.1295 0.0076 -0.1628
S -5.583 4.465 1.651 0.0161 -1.2230 -0.1516
N -3.729 4.256 2.601 -2.7862 0.6148 -0.4070
C -3.440 5.408 3.477 1.0717 0.3004 0.6779
C -2.070 5.190 4.068 0.4472 0.3798 0.2917
C -0.975 5.993 3.726 -0.1786 -0.4048 -0.1535
C 0.317 5.582 4.075 -0.0869 0.0026 0.1232
C 0.506 4.406 4.809 -0.2148 0.0452 -0.1031
C -0.601 3.671 5.249 -0.1167 0.1674 0.0279
C -1.888 4.090 4.909 0.2859 -0.1739 -0.1810
C -3.152 3.214 2.344 3.5655 -3.8066 -2.5841
C -2.398 2.102 1.776 -3.8728 7.6379 -0.1249
C -1.740 2.338 0.571 0.3027 1.4844 -1.6529
C -1.088 3.552 0.403 0.0196 -0.0124 -0.5154
C -0.535 3.840 -0.821 0.0514 0.0745 -0.6997
C -0.743 2.976 -1.897 0.0514 -0.2114 -0.2957
C -1.461 1.783 -1.709 0.3365 0.3005 -0.5586
C -1.921 1.425 -0.459 0.1301 -0.0977 -0.2071
O -5.733 3.102 1.191 0.0498 1.4139 0.6338
O -5.373 5.564 0.756 0.0434 -0.3313 0.7301
C -7.253 3.835 3.741 0.2328 -0.2060 0.1747
C -8.051 4.146 4.839 0.0944 -0.0161 -0.1446
H -9.410 4.893 6.927 -0.0026 0.2215 -0.0377
H -8.519 6.419 7.098 -0.0953 -0.1349 -0.2066
H -10.026 6.381 6.174 0.2027 -0.1206 -0.0034
H -8.139 7.533 4.551 0.1400 -0.3826 -0.1805
H -6.711 6.993 2.571 -0.0228 -0.1388 0.1391
H -3.484 6.333 2.894 -0.0834 -0.2614 -0.1325
H -4.193 5.467 4.275 -0.0889 -0.2855 -0.4188
H -1.152 6.917 3.168 0.2152 -0.3688 0.0412
H 1.179 6.173 3.758 -0.3031 -0.1751 0.1649
H 1.513 4.060 5.043 -0.2823 0.1406 -0.0428
H -0.472 2.763 5.842 0.0413 0.3198 -0.1252
H -2.768 3.543 5.259 0.2779 -0.0163 -0.0897
H -1.052 4.270 1.211 0.2019 -0.0730 0.1639
H 0.006 4.763 -0.956 0.0856 0.0816 -0.1090
H -0.350 3.233 -2.901 -0.3282 -0.2168 0.7980
H -1.686 1.153 -2.562 0.1741 -0.0215 0.0637
H -2.469 0.501 -0.276 0.1542 0.2342 -0.1199
H -7.038 2.800 3.488 0.0033 0.1503 0.0670
H -8.453 3.349 5.470 0.1604 0.2051 -0.2976
```
Positions in Å, forces in eV/Å.

Calculated values
- Kohn-Sham gap: 0.221 hartree
- Net charge: +1
- Energy relative to the best compared isomer or geometry (same formula, charge and spin): 142.0 kJ/mol
- SMILES string: COc1ccc([C@H](OC)C(=C=[N+](Cc2ccccc2)S(=O)(=O)c2ccc(C)cc2)c2ccccc2)cc1